Formula: C29H47BN6O
Source: the Open Molecules 2025 dataset
Level of theory: ωB97M-V/def2-TZVPD

Calculated values
Energy relative to the best compared isomer or geometry (same formula, charge and spin) in kJ/mol: 192.55
Frontier orbital gap in eV: 3.70

Last column: Löwdin charge in e.
CARTESIAN COORDINATES (ANGSTROEM)
C: -3.841 -0.676 0.049  -0.02
C: -3.275 -1.500 -1.189  -0.45
C: -2.728 -0.457 -2.123  -0.12
C: -1.948 -1.097 -3.314  -0.18
C: -0.766 -1.905 -2.857  -0.12
C: -1.120 -2.885 -1.681  -0.45
N: -2.124 -2.323 -0.752  0.05
O: -2.245 -2.856 0.334  0.23
C: 0.166 -3.188 -0.929  -0.01
C: -1.626 -4.113 -2.343  -0.02
C: -4.385 -2.335 -1.881  0.02
H: -4.774 -0.079 -0.246  0.11
H: -3.034 0.101 0.595  0.13
H: -4.039 -1.243 1.055  0.11
H: -2.046 0.273 -1.876  0.10
H: -3.543 -0.019 -2.483  0.08
H: -1.674 -0.332 -4.182  0.15
H: -2.610 -1.480 -4.216  0.14
H: -0.025 -1.282 -2.433  0.08
H: -0.005 -2.547 -3.602  0.20
H: 0.239 -4.057 -0.552  0.01
H: 0.667 -2.401 -0.169  0.15
H: 0.820 -3.561 -1.719  0.11
H: -0.960 -4.710 -3.004  0.13
H: -2.113 -3.944 -3.104  -0.03
H: -2.041 -4.860 -1.520  0.17
H: -5.120 -1.673 -2.128  0.05
H: -4.765 -2.952 -0.987  0.13
H: -4.141 -2.841 -2.907  0.13
B: -0.092 0.582 0.928  -0.47
H: -0.921 1.630 0.787  -0.03
H: 0.821 0.904 1.568  -0.08
H: -0.646 -0.419 1.401  -0.06
H: 0.321 0.251 -0.219  -0.05
N: 2.252 3.060 -0.011  -0.01
C: 2.682 4.340 -0.136  -0.08
C: 4.112 4.224 -0.759  -0.09
C: 4.403 2.806 -0.954  -0.09
C: 3.184 2.123 -0.458  -0.11
H: 1.263 2.806 0.366  0.15
H: 2.120 5.117 0.091  0.04
H: 4.879 5.018 -0.967  0.08
H: 5.207 2.260 -1.364  0.07
H: 3.067 1.114 -0.255  0.05
N: -0.048 -1.640 6.261  -0.04
C: 0.412 -2.869 6.411  -0.14
C: 1.192 -3.233 5.171  -0.04
C: 1.021 -2.083 4.114  0.00
C: 0.215 -1.039 4.990  -0.05
H: -0.422 -1.140 6.986  0.10
H: 0.488 -3.292 7.366  0.08
H: 1.570 -4.113 4.885  0.00
H: 1.107 -1.930 3.098  0.00
H: -0.068 -0.008 4.665  0.09
N: 2.325 3.419 -3.321  -0.03
C: 2.579 4.130 -4.467  -0.09
C: 1.580 3.684 -5.535  -0.06
C: 0.642 2.854 -4.707  -0.15
C: 1.135 2.675 -3.314  -0.12
H: 2.876 3.553 -2.459  0.06
H: 3.439 4.715 -4.595  0.07
H: 1.492 4.181 -6.405  0.01
H: -0.425 2.474 -5.151  0.10
H: 0.641 1.994 -2.490  0.12
N: -2.838 2.519 2.596  -0.03
C: -3.525 3.714 2.469  -0.12
C: -4.572 3.819 3.602  -0.05
C: -4.258 2.521 4.414  -0.11
C: -3.245 1.737 3.744  -0.10
H: -2.031 2.344 1.905  0.09
H: -3.177 4.444 1.857  0.05
H: -5.246 4.695 3.963  0.09
H: -4.673 2.251 5.373  0.06
H: -2.740 0.891 3.850  0.03
N: 4.831 -1.374 1.486  -0.09
C: 5.734 -1.842 0.473  -0.09
C: 4.811 -1.831 -0.703  -0.09
C: 3.425 -1.585 -0.221  -0.10
C: 3.475 -1.326 1.228  -0.11
H: 5.262 -1.499 2.525  0.20
H: 6.875 -2.063 0.494  0.12
H: 5.205 -2.098 -1.635  0.04
H: 2.533 -1.621 -0.748  0.02
H: 2.805 -0.901 1.972  0.09



Formula: C28H84ClO18S14
Source: the Open Molecules 2025 dataset
Level of theory: ωB97M-V/def2-TZVPD

Calculated values
Energy relative to the best compared isomer or geometry (same formula, charge and spin) in kJ/mol: 0.00
Frontier orbital gap in eV: 8.12
Net charge: -1

Last column: Löwdin charge in e.
CARTESIAN COORDINATES (ANGSTROEM)
Cl: -0.414 -0.386 -0.302  0.59
O: -1.769 -0.332 -0.659  -0.37
O: 0.312 -1.170 -1.273  -0.36
O: -0.015 0.987 -0.409  -0.38
O: -0.142 -0.751 1.084  -0.35
C: -3.521 -1.524 2.673  -0.25
S: -2.657 -3.128 2.791  0.82
O: -3.448 -4.109 3.627  -0.57
C: -2.820 -3.574 0.997  -0.25
H: -3.559 -1.031 3.645  0.05
H: -4.502 -1.879 2.356  0.05
H: -3.079 -0.810 1.979  0.02
H: -2.139 -3.055 0.323  0.03
H: -3.768 -3.258 0.560  0.03
H: -2.688 -4.651 0.901  0.04
C: -3.128 1.803 2.323  -0.20
S: -5.037 1.909 2.325  0.84
O: -5.497 2.387 3.712  -0.58
C: -5.290 3.271 1.053  -0.25
H: -2.827 2.850 2.328  0.04
H: -2.733 1.303 1.438  0.04
H: -2.782 1.438 3.289  0.02
H: -4.852 2.911 0.122  -0.01
H: -4.795 4.200 1.333  0.05
H: -6.313 3.621 0.914  0.05
C: 1.148 1.006 6.055  -0.24
S: -0.342 1.132 5.004  0.80
O: -1.427 0.137 5.338  -0.57
C: -1.026 2.755 5.537  -0.22
H: 0.764 0.949 7.074  0.06
H: 1.781 1.889 5.971  0.03
H: 1.812 0.172 5.825  0.02
H: -0.202 3.452 5.690  0.04
H: -1.565 2.642 6.478  0.05
H: -1.755 3.139 4.823  0.04
C: 4.283 0.338 -2.658  -0.29
S: 4.636 -0.492 -1.106  0.84
O: 6.166 -0.458 -0.858  -0.57
C: 3.799 0.794 -0.092  -0.23
H: 4.704 -0.173 -3.525  0.05
H: 4.803 1.294 -2.595  0.05
H: 3.239 0.520 -2.910  0.06
H: 3.820 1.753 -0.610  0.04
H: 4.311 0.805 0.870  0.03
H: 2.770 0.462 0.049  0.04
C: -3.985 -3.909 -2.217  -0.25
S: -3.265 -4.247 -3.889  0.83
O: -3.826 -3.212 -4.844  -0.57
C: -1.503 -3.880 -3.469  -0.25
H: -5.033 -4.195 -2.301  0.04
H: -3.891 -2.832 -2.081  0.04
H: -3.477 -4.489 -1.446  0.03
H: -0.949 -4.730 -3.071  0.04
H: -1.460 -3.135 -2.674  0.03
H: -1.032 -3.503 -4.377  0.03
C: 1.545 -2.564 4.425  -0.25
S: 2.431 -3.058 5.896  0.83
O: 3.320 -1.890 6.317  -0.58
C: 3.555 -4.295 5.322  -0.28
H: 1.045 -3.434 3.999  0.04
H: 2.325 -2.357 3.693  0.04
H: 0.944 -1.676 4.623  0.04
H: 4.005 -4.087 4.351  0.05
H: 3.040 -5.253 5.388  0.05
H: 4.376 -4.439 6.025  0.05
C: -1.064 1.045 -3.854  -0.29
S: -0.342 0.938 -5.514  0.89
O: 1.033 0.344 -5.262  -0.61
C: -1.547 -0.473 -6.009  -0.20
H: -1.263 0.147 -3.269  0.06
H: -2.063 1.467 -3.969  0.01
H: -0.589 1.753 -3.175  0.05
H: -1.371 -0.663 -7.068  0.03
H: -2.585 -0.181 -5.853  0.05
H: -1.314 -1.430 -5.540  0.03
C: -5.296 4.204 -3.210  -0.26
S: -4.863 2.489 -2.833  0.83
O: -4.720 1.823 -4.197  -0.55
C: -3.155 2.890 -2.239  -0.25
H: -5.696 4.750 -2.356  0.05
H: -6.199 4.101 -3.813  0.05
H: -4.518 4.745 -3.748  0.06
H: -2.686 2.014 -1.791  0.03
H: -3.204 3.552 -1.375  0.05
H: -2.437 3.317 -2.939  0.06
C: 2.878 -1.681 -6.667  -0.27
S: 2.837 -3.262 -5.749  0.83
O: 4.197 -3.940 -5.840  -0.59
C: 2.572 -2.578 -3.990  -0.21
H: 3.120 -2.009 -7.678  0.04
H: 3.750 -1.096 -6.376  0.06
H: 1.896 -1.211 -6.615  0.01
H: 1.812 -1.798 -4.019  0.03
H: 3.467 -2.084 -3.612  0.02
H: 2.322 -3.346 -3.258  0.02
C: 0.807 -5.961 0.666  -0.22
S: 1.612 -4.329 1.183  0.85
O: 3.012 -4.609 1.809  -0.60
C: 2.132 -3.770 -0.507  -0.25
H: 0.174 -5.715 -0.186  0.03
H: 0.341 -6.461 1.516  0.05
H: 1.666 -6.539 0.324  0.05
H: 3.120 -4.189 -0.696  0.06
H: 2.280 -2.691 -0.487  0.02
H: 1.389 -4.062 -1.249  0.03
C: 5.040 -0.194 3.967  -0.29
S: 6.503 0.673 3.377  0.86
O: 6.115 1.940 2.582  -0.59
C: 7.212 1.100 5.020  -0.25
H: 5.238 -1.131 4.488  0.05
H: 4.361 -0.392 3.138  0.04
H: 4.423 0.339 4.691  0.04
H: 7.669 0.158 5.321  0.04
H: 6.432 1.457 5.692  0.05
H: 7.998 1.853 4.948  0.05
C: 2.225 6.564 -1.900  -0.28
S: 2.066 4.985 -1.089  0.82
O: 0.549 4.843 -0.926  -0.57
C: 2.482 3.916 -2.515  -0.24
H: 1.506 6.569 -2.719  0.05
H: 3.258 6.712 -2.217  0.05
H: 1.819 7.377 -1.298  0.05
H: 1.933 4.223 -3.405  0.06
H: 2.344 2.903 -2.136  0.03
H: 3.519 4.116 -2.784  0.05
C: -7.052 -0.194 -2.850  -0.28
S: -6.995 -0.919 -1.189  0.86
O: -6.705 -2.425 -1.452  -0.59
C: -5.394 -0.154 -0.616  -0.25
H: -7.169 0.880 -2.704  0.02
H: -7.901 -0.467 -3.476  0.06
H: -6.064 -0.363 -3.277  0.04
H: -5.534 0.915 -0.453  0.00
H: -4.668 -0.465 -1.368  0.05
H: -5.228 -0.550 0.386  0.02
C: 3.921 3.862 2.195  -0.25
S: 2.813 2.747 3.201  0.85
O: 2.276 3.660 4.311  -0.60
C: 1.391 2.484 2.015  -0.24
H: 3.320 4.659 1.759  0.03
H: 4.557 3.249 1.556  0.01
H: 4.650 4.352 2.840  0.05
H: 0.626 1.767 2.314  0.01
H: 1.801 2.171 1.054  0.01
H: 0.737 3.329 1.801  0.06



Formula: H3N2O2P
Source: the Open Molecules 2025 dataset
Level of theory: ωB97M-V/def2-TZVPD

Calculated values
Energy relative to the best compared isomer or geometry (same formula, charge and spin) in kJ/mol: 506.82
Frontier orbital gap in eV: 8.43

Last column: natural (NBO) charge in e.
CARTESIAN COORDINATES (ANGSTROEM)
N: -1.259 -0.023 -0.520  -1.26
N: 1.352 -0.130 0.033  0.34
O: 1.049 -1.278 -0.227  -0.41
O: 2.443 0.266 0.346  -0.34
P: -0.106 1.109 -0.140  0.92
H: -2.184 0.306 -0.861  0.43
H: -0.804 -1.019 -0.491  0.46
H: -0.491 0.769 1.860  -0.14



Formula: C5H11N2S
Source: the Open Molecules 2025 dataset
Level of theory: ωB97M-V/def2-TZVPD

Calculated values
Energy relative to the best compared isomer or geometry (same formula, charge and spin) in kJ/mol: 330.13
SMILES: C=CNC/C(C)=[NH+]\S
Frontier orbital gap in eV: 8.31
Net charge: +1

Last column: natural (NBO) charge in e.
CARTESIAN COORDINATES (ANGSTROEM)
C: -2.460 0.972 -0.934  -0.45
C: -2.231 0.653 0.356  -0.03
N: -1.055 0.046 0.799  -0.64
C: 0.135 0.682 0.505  -0.32
C: 1.154 -0.296 0.103  0.43
C: 2.545 0.262 -0.207  -0.71
N: 0.988 -1.531 0.038  -0.57
S: -0.587 -2.238 -0.151  0.33
H: -3.363 1.465 -1.254  0.23
H: -1.823 0.907 -1.835  0.21
H: -3.076 0.708 1.032  0.23
H: -1.192 -0.234 1.744  0.40
H: -0.247 1.455 -0.297  0.30
H: 0.693 1.363 1.290  0.26
H: 3.348 -0.366 0.251  0.25
H: 2.784 1.250 0.306  0.27
H: 2.753 0.337 -1.298  0.28
H: 1.844 -2.029 -0.109  0.44
H: -0.209 -3.406 -0.339  0.09



| no. | E (hartree) |
| --- | --- |
| 1 | -1561.09361 |
| 2 | -8505.64804 |
| 3 | -602.96900 |
| 4 | -704.46483 |